No. 1
{
  "formula": "C38H27MnN3O6Sb",
  "method": "wB97M-V/def2-TZVPD",
  "s2": 8.76,
  "gap_ha": [0.21900, 0.22177],
  "multiplicity": 6,
  "charge": 1,
  "symbols": ["Sb", "C", "H", "C", "O", "C", "C", "C", "H", "H", "Mn", "O", "H", "H", "C", "C", "C", "C", "C", "H", "O", "O", "H", "H", "C", "H", "C", "N", "H", "H", "C", "C", "H", "C", "C", "O", "C", "C", "H", "C", "N", "C", "C", "C", "H", "O", "H", "C", "N", "H", "C", "H", "C", "H", "H", "H", "C", "C", "C", "C", "H", "C", "C", "C", "H", "C", "H", "C", "C", "C", "C", "C", "H", "H", "H", "H"],
  "xyz": [[1.05, 1.44, -0.12], [0.78, -3.45, 3.20], [-1.00, -1.21, 1.39], [3.50, 3.27, 0.17], [-0.49, 1.13, 4.63], [-4.55, -1.62, 1.92], [3.05, -0.88, -0.67], [1.72, 2.14, -4.44], [0.09, -0.55, -2.21], [1.15, 0.90, -6.09], [-1.46, 1.26, 0.75], [-0.02, -3.76, 1.11], [4.33, 5.86, 2.18], [-3.28, -0.23, 2.99], [-4.27, -1.02, -2.89], [0.56, 0.05, -4.21], [-4.93, -2.08, 0.68], [-0.14, -0.85, 3.38], [3.72, 5.10, 1.71], [-2.06, 2.86, -4.09], [-5.55, -3.23, -3.43], [1.14, -4.71, 2.86], [1.55, -3.21, 5.18], [0.70, -0.86, 5.32], [-2.37, 2.14, -3.35], [4.44, -2.45, -1.11], [0.65, -4.94, 1.54], [-3.12, 0.00, 0.96], [1.48, -5.16, 0.87], [-4.97, -2.06, 2.81], [1.14, 1.02, -5.02], [-3.50, 0.13, -2.67], [4.52, -0.94, 2.90], [1.02, -2.76, 4.36], [4.27, 4.26, 0.75], [-5.85, -3.75, -1.38], [-3.53, -0.39, -0.27], [-4.69, -1.82, -1.86], [2.75, 0.66, 2.34], [2.39, 4.94, 2.09], [-5.42, -3.02, -2.25], [-0.41, -1.59, 2.21], [0.08, -2.87, 2.14], [-3.10, 1.04, -3.68], [0.09, -0.82, -4.66], [-0.95, 1.23, 2.46], [5.31, 4.38, 0.45], [2.18, 3.11, 0.56], [-2.26, 1.47, -1.05], [1.97, 5.59, 2.85], [4.06, -1.78, -0.35], [-0.06, -5.78, 1.55], [1.15, 1.32, -2.26], [2.17, 2.90, -5.07], [3.94, 2.61, -0.58], [-4.55, -1.31, -3.89], [-0.54, 0.59, 3.55], [4.58, -1.81, 0.93], [2.57, 0.00, 0.30], [1.62, 3.95, 1.51], [5.36, -2.52, 1.18], [-4.41, -1.47, -0.49], [-3.07, 0.42, -1.36], [0.56, 0.20, -2.83], [-1.37, 3.19, -1.75], [3.11, -0.03, 1.58], [2.18, 3.18, -2.62], [1.73, 2.30, -3.06], [-3.63, -0.59, 2.03], [0.54, -1.45, 4.43], [4.11, -0.93, 1.90], [-1.96, 2.33, -2.02], [0.58, 3.82, 1.82], [2.65, -0.86, -1.68], [-5.64, -2.89, 0.59], [-3.39, 0.85, -4.71]],
  "mulliken_charge": [1.536, 1.099, 0.714, -0.256, -0.662, -0.864, -0.402, -0.589, 0.479, 0.426, 0.687, -0.560, 0.395, 0.581, -0.443, -0.615, -0.481, 0.342, -0.500, 0.499, -0.622, -0.495, 0.472, 0.543, -0.849, 0.440, -0.331, -0.716, 0.296, 0.477, -0.715, 1.289, 0.453, -1.002, -0.721, -0.618, 0.206, -0.615, 0.438, -0.677, 1.074, -0.241, 0.372, -0.630, 0.470, -0.740, 0.409, 0.492, 0.085, 0.416, -0.658, 0.265, 0.319, 0.450, 0.379, 0.611, -0.078, -0.615, 0.692, -0.554, 0.413, 0.973, -0.389, -0.561, 0.533, -0.760, 0.448, -0.492, -0.428, -0.774, -0.695, -0.163, 0.225, 0.392, 0.615, 0.507]
}

No. 2
{
  "formula": "C2H6N3O3S",
  "method": "wB97M-V/def2-TZVPD",
  "gap_ha": 0.38977,
  "e_above_lowest_kcal_mol": 37.1,
  "charge": 1,
  "symbols": ["N", "H", "N", "H", "H", "N", "S", "H", "H", "C", "H", "O", "O", "O", "C"],
  "xyz": [[-1.44, -1.03, -1.11], [-1.02, -2.90, 0.71], [-0.67, 0.22, 0.67], [-1.54, -1.84, -1.72], [-1.46, -0.12, -1.55], [-0.46, -2.11, 0.61], [0.97, 0.72, 1.47], [-1.00, 1.04, 0.15], [2.48, 2.63, -0.59], [1.68, 1.81, -0.55], [0.26, -1.87, 1.21], [1.90, 0.49, -0.04], [0.70, 2.06, 1.63], [0.57, 1.87, -1.01], [-0.98, -0.97, 0.13]],
  "mulliken_charge": [-0.347, 0.255, -0.456, 0.251, 0.218, -0.309, 0.647, 0.361, 0.375, 0.230, 0.146, -0.328, -0.341, -0.423, 0.721]
}